1.
Formula: C37H44N5O4SW
Source: the Open Molecules 2025 dataset
Level of theory: the ωB97M-V functional and the def2-TZVPD basis

Computed properties:
gap between HOMO and LUMO: 5.39 eV
charge: +3
strongest force on any atom: 2.73 eV/A

Cartesian coordinates (Å):
W (-0.2259, 0.1732, 0.1760)
C (-3.9538, 1.1762, 0.5148)
C (-2.8640, 0.9921, -0.5367)
C (-3.3980, 0.3323, -1.8039)
C (-2.1707, 2.3127, -0.8329)
C (-2.6878, 3.1810, -1.7846)
C (-2.1173, 4.4300, -1.9800)
C (-0.9825, 4.8015, -1.2821)
C (-0.4091, 3.9582, -0.3331)
C (0.8466, 4.3553, 0.4029)
C (0.5223, 5.2387, 1.6157)
C (1.8059, 5.1130, -0.5184)
C (-1.0335, 2.7212, -0.0882)
N (-0.6611, 1.8755, 1.0136)
C (-1.2068, 2.1302, 2.2622)
O (-1.7211, 3.1435, 2.6421)
C (-1.0912, 0.8404, 3.0577)
C (-1.2881, 0.6520, 4.4171)
C (-1.1297, -0.6344, 4.9343)
C (-0.7646, -1.6855, 4.0995)
C (-0.5811, -1.4118, 2.7510)
N (-0.7730, -0.1838, 2.2427)
C (-0.0763, -2.3478, 1.6757)
O (0.5478, -3.3528, 1.8871)
N (-0.3097, -1.7839, 0.4074)
C (-0.4594, -2.8110, -0.5973)
C (0.4677, -2.9640, -1.6382)
C (0.2849, -4.0118, -2.5339)
C (-0.8051, -4.8560, -2.4411)
C (-1.6959, -4.7131, -1.3963)
C (-1.5254, -3.7252, -0.4378)
C (-2.4983, -3.6428, 0.7183)
C (-3.6449, -2.6974, 0.3534)
C (-3.0312, -5.0073, 1.1512)
C (1.7152, -2.1173, -1.7625)
C (2.9468, -2.9419, -1.3746)
C (1.8671, -1.5644, -3.1809)
H (-4.3744, 0.2271, 0.8357)
H (-3.5972, 1.7185, 1.3871)
H (-4.7640, 1.7620, 0.0817)
H (-2.0504, 0.2207, -0.0787)
H (-4.2389, 0.9097, -2.1865)
H (-2.6296, 0.2801, -2.5781)
H (-3.7756, -0.6685, -1.6073)
H (-3.5557, 2.9036, -2.3599)
H (-2.5657, 5.1109, -2.6869)
H (-0.5468, 5.7706, -1.4641)
H (1.3328, 3.4303, 0.7607)
H (0.0769, 6.1744, 1.2918)
H (-0.1704, 4.7567, 2.2999)
H (1.4382, 5.4701, 2.1536)
H (1.4790, 6.1392, -0.6481)
H (2.7970, 5.1471, -0.0792)
H (1.8724, 4.6581, -1.5023)
H (-1.5636, 1.4837, 5.0462)
H (-1.2860, -0.8163, 5.9881)
H (-0.6245, -2.6909, 4.4705)
H (1.0104, -4.1779, -3.3115)
H (-0.9448, -5.6376, -3.1710)
H (-2.5220, -5.3988, -1.3102)
H (-1.9839, -3.2098, 1.5905)
H (-4.1326, -3.0340, -0.5592)
H (-4.3870, -2.6761, 1.1486)
H (-3.2456, -1.6897, 0.2044)
H (-3.7472, -5.3997, 0.4349)
H (-2.2189, -5.7188, 1.2681)
H (-3.5475, -4.9170, 2.1035)
H (1.6501, -1.2550, -1.0281)
H (3.0924, -3.7593, -2.0753)
H (3.8420, -2.3226, -1.3905)
H (2.8282, -3.3747, -0.3845)
H (1.9856, -2.3811, -3.8868)
H (0.9937, -0.9914, -3.4874)
H (2.7529, -0.9416, -3.2582)
C (2.5773, 2.0665, -2.4350)
O (1.3653, 1.3327, -2.5601)
C (0.7418, 0.8488, -1.5477)
O (-0.3452, 0.2076, -1.8039)
H (2.3992, 3.0687, -2.8251)
H (3.3105, 1.5927, -3.0921)
H (2.9327, 2.0931, -1.4011)
S (1.9461, 0.0954, 1.7940)
C (3.5679, -0.0051, 1.2361)
N (4.4854, -0.4935, 2.1152)
C (5.7879, -0.5438, 1.8042)
C (6.1988, -0.0836, 0.5726)
C (5.2073, 0.3925, -0.2887)
N (3.9248, 0.4156, 0.0354)
H (4.1614, -0.8093, 3.0298)
H (6.4735, -0.9419, 2.5394)
H (7.2385, -0.0938, 0.2856)
H (5.4523, 0.7794, -1.2681)


2.
Formula: C37H45F5O2
Source: the Open Molecules 2025 dataset
Level of theory: the ωB97M-V functional and the def2-TZVPD basis

Computed properties:
gap between HOMO and LUMO: 9.56 eV
strongest force on any atom: 4.80 eV/A
ΔE to the lowest compared entry with this formula, charge and spin: 286.3 kJ/mol
structure (SMILES): CCCCCCCCCCCC(=O)OCF.Fc1ccccc1.Fc1ccccc1.Fc1ccccc1.Fc1ccccc1

Cartesian coordinates (Å):
C (-0.3913, -4.8533, 0.7076)
C (0.7522, -4.2475, -0.2269)
C (0.3806, -4.2904, -1.8074)
C (1.6661, -3.7488, -2.5857)
C (1.6075, -2.2093, -3.0104)
C (0.9708, -1.2236, -1.9253)
C (2.0408, -0.6374, -0.8632)
C (1.5383, 0.8811, -0.5543)
C (0.0746, 0.9323, 0.0961)
C (-1.1201, 1.1650, -0.9446)
C (-2.1653, -0.0531, -0.9161)
C (-3.6000, 0.3720, -0.3249)
O (-4.0922, 1.4814, -0.6152)
O (-4.3024, -0.5632, 0.5433)
C (-5.1184, -1.4305, -0.2671)
F (-4.9294, -1.1739, -1.6781)
H (-0.8494, -5.8207, 0.3085)
H (0.0047, -5.0405, 1.7657)
H (-1.2106, -4.0657, 0.7986)
H (1.7635, -4.7711, -0.0883)
H (0.9013, -3.1579, 0.1023)
H (0.1566, -5.3970, -2.0193)
H (-0.5660, -3.6700, -1.9888)
H (1.7244, -4.3497, -3.5674)
H (2.6555, -3.9819, -2.0492)
H (1.1015, -2.0072, -4.0084)
H (2.6968, -1.8727, -3.1449)
H (0.5987, -0.3025, -2.5081)
H (0.0638, -1.6275, -1.3764)
H (2.0228, -1.2239, 0.1253)
H (3.0784, -0.5814, -1.3236)
H (2.2785, 1.4780, 0.0654)
H (1.4742, 1.4017, -1.5757)
H (0.0651, 1.8305, 0.8109)
H (-0.0450, 0.0087, 0.7517)
H (-1.6575, 2.1354, -0.6620)
H (-0.7325, 1.3222, -2.0085)
H (-1.7636, -0.8791, -0.2240)
H (-2.3159, -0.5356, -1.9346)
H (-6.2073, -1.2069, -0.0223)
H (-4.8234, -2.5101, -0.0706)
F (-6.2351, 5.0749, 4.7013)
C (-5.7655, 4.0256, 4.0053)
C (-5.7517, 2.7694, 4.5930)
C (-5.2696, 1.6836, 3.8682)
C (-4.7991, 1.8720, 2.5721)
C (-4.8136, 3.1290, 1.9984)
C (-5.3038, 4.2172, 2.7119)
H (-6.1151, 2.6470, 5.6067)
H (-5.2598, 0.6942, 4.3127)
H (-4.4179, 1.0407, 1.9990)
H (-4.4405, 3.2641, 0.9898)
H (-5.3301, 5.2075, 2.2728)
F (3.3416, -1.4810, -5.2029)
C (3.1742, -0.3979, -5.9793)
C (2.3849, 0.6469, -5.5261)
C (2.2152, 1.7709, -6.3272)
C (2.8278, 1.8323, -7.5760)
C (3.6142, 0.7744, -8.0221)
C (3.7935, -0.3453, -7.2173)
H (1.9094, 0.5775, -4.5544)
H (1.6060, 2.5976, -5.9793)
H (2.6913, 2.7077, -8.2020)
H (4.0875, 0.8220, -8.9967)
H (4.4095, -1.1744, -7.5447)
F (-2.1140, -1.5709, 5.3306)
C (-2.5113, -0.9048, 6.4269)
C (-3.1700, -1.5880, 7.4365)
C (-3.5770, -0.8988, 8.5738)
C (-3.3302, 0.4673, 8.6835)
C (-2.6721, 1.1434, 7.6606)
C (-2.2552, 0.4528, 6.5282)
H (-3.3606, -2.6494, 7.3296)
H (-4.0865, -1.4249, 9.3734)
H (-3.6520, 1.0049, 9.5692)
H (-2.4841, 2.2080, 7.7452)
H (-1.7339, 0.9615, 5.7260)
F (4.4105, 2.4262, -2.4467)
C (5.4786, 2.1847, -1.6715)
C (5.9710, 0.8961, -1.5786)
C (7.0804, 0.6423, -0.7799)
C (7.6789, 1.6824, -0.0742)
C (7.1719, 2.9747, -0.1706)
C (6.0683, 3.2292, -0.9779)
H (5.4872, 0.0974, -2.1288)
H (7.4775, -0.3640, -0.7065)
H (8.5420, 1.4839, 0.5525)
H (7.6357, 3.7836, 0.3830)
H (5.6651, 4.2305, -1.0716)


3.
Formula: C37H45F7N7O7S
Source: the Open Molecules 2025 dataset
Level of theory: the ωB97M-V functional and the def2-TZVPD basis

Computed properties:
gap between HOMO and LUMO: 4.00 eV
charge: +1
strongest force on any atom: 1.39 eV/A

Cartesian coordinates (Å):
C (5.1581, -0.5773, 2.6785)
C (4.0180, 0.3889, 2.9683)
O (4.5350, 1.6231, 3.4842)
C (3.1708, 0.8011, 1.7585)
O (3.5392, 0.1037, 0.5054)
C (3.4233, 0.8861, -0.5699)
C (2.2008, 1.4360, -0.9238)
C (2.1320, 2.2232, -2.0515)
C (0.8397, 2.8353, -2.5052)
O (0.7952, 3.6472, -3.3640)
O (-0.3564, 2.4774, -1.8327)
S (-1.0608, 1.0936, -2.2553)
O (-2.2305, 1.3969, -2.9906)
O (-0.1105, 0.1833, -2.8031)
C (-1.6608, 0.5099, -0.5778)
F (-2.9376, 0.8909, -0.4866)
F (-0.9655, 1.1395, 0.3819)
C (-1.6169, -1.0470, -0.3992)
F (-1.8254, -1.6605, -1.5612)
F (-2.6258, -1.3616, 0.4342)
C (-0.3320, -1.5924, 0.2831)
F (-0.4071, -2.9304, 0.2783)
F (-0.2465, -1.1853, 1.5371)
F (0.7626, -1.2388, -0.3902)
C (3.2743, 2.4726, -2.7979)
C (4.4658, 1.9008, -2.4181)
C (5.6947, 2.1669, -3.2438)
C (6.6100, 3.1448, -2.5337)
N (6.3060, 3.5754, -1.3827)
N (4.5243, 1.0950, -1.3249)
C (5.7712, 0.4064, -0.9514)
C (5.7668, -1.0435, -1.5093)
C (6.5734, -2.0163, -0.6343)
O (6.1410, -3.3477, -0.8810)
H (5.4616, -1.0454, 3.6157)
H (6.0206, -0.0141, 2.3179)
H (4.8864, -1.3657, 1.9819)
H (3.3589, -0.0032, 3.7445)
H (5.4302, 1.4912, 3.8118)
H (2.1121, 0.5974, 1.9207)
H (3.2987, 1.8709, 1.6016)
H (1.3416, 1.2410, -0.3058)
H (3.1999, 3.1015, -3.6723)
H (5.3962, 2.6243, -4.1863)
H (6.2380, 1.2493, -3.4787)
H (7.5287, 3.4539, -3.0348)
H (7.0183, 4.2264, -1.0545)
H (5.8812, 0.4099, 0.1270)
H (6.6077, 0.9450, -1.3732)
H (4.7357, -1.3786, -1.6196)
H (6.2384, -1.0117, -2.4932)
H (7.6233, -1.9724, -0.9129)
H (6.4291, -1.7625, 0.4180)
H (5.2826, -3.4733, -0.4647)
N (-5.1597, -0.1251, -2.4370)
C (-5.0168, -0.5249, -3.7382)
C (-6.2676, -0.6463, -4.2803)
C (-7.2045, -0.3034, -3.2682)
C (-6.4912, 0.0134, -2.1450)
H (-4.4066, 0.0389, -1.7957)
H (-4.0419, -0.6848, -4.1660)
H (-6.4890, -0.9449, -5.2909)
H (-8.2777, -0.2903, -3.3571)
H (-6.8162, 0.3221, -1.1683)
N (-7.8460, 2.0549, 0.7981)
C (-9.0613, 1.4671, 0.5741)
C (-10.0207, 2.2664, 1.1349)
C (-9.3570, 3.3809, 1.7194)
C (-8.0173, 3.2221, 1.4934)
H (-6.9629, 1.6880, 0.5002)
H (-9.1401, 0.5372, 0.0367)
H (-11.0812, 2.0747, 1.1240)
H (-9.8125, 4.2051, 2.2437)
H (-7.1765, 3.8363, 1.7659)
N (-11.6987, 3.6140, 4.5336)
C (-11.2246, 3.7500, 5.8091)
C (-11.7789, 4.8820, 6.3444)
C (-12.6226, 5.4503, 5.3515)
C (-12.5523, 4.6440, 4.2470)
H (-11.4538, 2.8728, 3.9023)
H (-10.5372, 3.0334, 6.2247)
H (-11.6012, 5.2611, 7.3368)
H (-13.2132, 6.3467, 5.4396)
H (-13.0346, 4.7149, 3.2870)
N (-0.2994, -4.9770, 2.4462)
C (0.6078, -5.4126, 3.3758)
C (-0.0703, -6.1377, 4.3177)
C (-1.4406, -6.1438, 3.9410)
C (-1.5496, -5.4222, 2.7833)
H (-0.0823, -4.4180, 1.6418)
H (1.6536, -5.1715, 3.2877)
H (0.3652, -6.6135, 5.1802)
H (-2.2517, -6.6251, 4.4608)
H (-2.4057, -5.1895, 2.1730)
N (9.2037, -3.2673, -4.2610)
C (10.4611, -3.5240, -4.7377)
C (11.1770, -4.1175, -3.7341)
C (10.3179, -4.2275, -2.6075)
C (9.1076, -3.6950, -2.9617)
H (8.4664, -2.8375, -4.7865)
H (10.7361, -3.2671, -5.7462)
H (12.2016, -4.4422, -3.7999)
H (10.5613, -4.6525, -1.6482)
H (8.1886, -3.5959, -2.4088)